This record from OMol25 describes a cluster of 5 separate species, C35H52ClF12N3O10 in total in a non-equilibrium geometry. The level of theory is wB97M-V/def2-TZVPD.

LUMO level = 0.39 eV
E_tot = -3940.1242 a.u.
total charge = 0
orbital gap = 9.66 eV
M = 938.24 g/mol
SMILES string = CCC[C@@H](C)[C@](Cl)(C#N)[C@](C#N)(CCCCCCOC)CCC(N)=O.CCOC(=O)C(F)(F)F.CCOC(=O)C(F)(F)F.CCOC(=O)C(F)(F)F.CCOC(=O)C(F)(F)F

Atoms and positions in Å:
C (-4.01, -3.59, -3.18)
C (-4.60, -2.20, -2.89)
C (-3.58, -1.03, -2.94)
C (-3.08, -0.57, -1.54)
C (-2.82, -1.83, -0.68)
C (-1.79, 0.34, -1.62)
Cl (-1.77, 1.22, -3.20)
C (-0.65, -0.59, -1.60)
N (0.28, -1.26, -1.76)
C (-1.76, 1.42, -0.51)
C (-3.03, 2.19, -0.68)
N (-4.01, 2.77, -0.82)
C (-0.62, 2.50, -0.57)
C (0.71, 2.24, -1.31)
C (1.94, 2.03, -0.38)
C (2.46, 0.60, -0.25)
C (3.11, 0.10, -1.55)
C (3.79, -1.28, -1.40)
O (3.56, -1.89, -0.14)
C (2.67, -2.98, -0.12)
C (-1.90, 0.83, 0.93)
C (-0.62, 0.23, 1.52)
C (-0.84, -0.14, 2.99)
N (-2.06, -0.78, 3.27)
O (-0.03, 0.12, 3.85)
H (-3.04, -3.49, -3.67)
H (-4.64, -4.15, -3.87)
H (-3.85, -4.18, -2.28)
H (-5.19, -2.19, -1.97)
H (-5.32, -2.00, -3.69)
H (-4.12, -0.20, -3.40)
H (-2.75, -1.35, -3.56)
H (-3.92, -0.04, -1.08)
H (-3.77, -2.22, -0.32)
H (-2.24, -1.61, 0.22)
H (-2.35, -2.63, -1.25)
H (-1.06, 3.41, -0.97)
H (-0.37, 2.75, 0.46)
H (0.67, 1.48, -2.09)
H (0.94, 3.17, -1.84)
H (2.76, 2.61, -0.79)
H (1.75, 2.44, 0.62)
H (3.27, 0.62, 0.49)
H (1.74, -0.11, 0.14)
H (3.90, 0.82, -1.76)
H (2.42, 0.15, -2.39)
H (4.87, -1.15, -1.49)
H (3.49, -1.92, -2.23)
H (1.89, -2.76, 0.62)
H (3.14, -3.91, 0.21)
H (2.16, -3.16, -1.06)
H (-2.75, 0.16, 0.99)
H (-2.17, 1.69, 1.55)
H (-0.30, -0.69, 1.03)
H (0.20, 0.94, 1.54)
H (-2.19, -0.89, 4.27)
H (-2.14, -1.67, 2.78)
C (-1.44, -0.58, 8.10)
C (-2.00, -1.50, 9.16)
O (-3.44, -1.42, 9.21)
C (-4.09, -2.12, 8.30)
O (-3.62, -2.80, 7.44)
C (-5.61, -1.97, 8.51)
F (-5.94, -0.69, 8.74)
F (-5.99, -2.69, 9.57)
F (-6.28, -2.39, 7.45)
H (-1.78, 0.44, 8.27)
H (-0.35, -0.59, 8.12)
H (-1.77, -0.88, 7.11)
H (-1.66, -1.21, 10.15)
H (-1.69, -2.53, 9.00)
C (-6.41, 4.78, -0.43)
C (-7.83, 5.18, -0.75)
O (-8.38, 6.04, 0.27)
C (-8.06, 7.32, 0.18)
O (-7.37, 7.84, -0.65)
C (-8.76, 8.11, 1.31)
F (-8.65, 7.47, 2.48)
F (-10.06, 8.25, 1.03)
F (-8.23, 9.32, 1.44)
H (-6.35, 4.32, 0.56)
H (-6.04, 4.07, -1.16)
H (-5.75, 5.65, -0.43)
H (-8.48, 4.30, -0.76)
H (-7.90, 5.66, -1.72)
C (7.56, -7.23, -2.54)
C (7.13, -5.81, -2.82)
O (5.70, -5.73, -3.03)
C (4.96, -5.70, -1.94)
O (5.34, -5.73, -0.81)
C (3.48, -5.57, -2.33)
F (3.15, -6.41, -3.33)
F (3.20, -4.33, -2.76)
F (2.68, -5.85, -1.31)
H (7.24, -7.90, -3.34)
H (8.65, -7.28, -2.46)
H (7.13, -7.60, -1.61)
H (7.58, -5.45, -3.74)
H (7.42, -5.13, -2.02)
C (9.94, 2.69, -3.48)
C (8.73, 1.83, -3.78)
O (7.58, 2.28, -3.04)
C (6.91, 3.30, -3.56)
O (7.18, 3.88, -4.57)
C (5.70, 3.63, -2.68)
F (6.02, 3.64, -1.38)
F (4.74, 2.70, -2.86)
F (5.19, 4.82, -2.99)
H (10.13, 2.73, -2.41)
H (10.82, 2.29, -3.98)
H (9.78, 3.72, -3.82)
H (8.90, 0.81, -3.45)
H (8.50, 1.80, -4.84)

This record from OMol25 describes a cluster of 3 separate species, C3H9N3O6 in total in a non-equilibrium geometry. The level of theory is wB97M-V/def2-TZVPD.

LUMO level (spin up / spin down) = 2.83 / 2.84 eV
E_tot = -735.1140 a.u.
relative energy (zero: lowest compared OMol25 entry of this formula, charge and spin) = 4.9 kcal/mol
total charge = -1
orbital gap (spin up / spin down) = 3.38 / 7.08 eV
M = 183.12 g/mol
2S+1 = 2

Atoms and positions in Å:
C (7.95, 11.67, 13.70)
N (7.97, 10.52, 12.75)
O (7.64, 9.39, 13.13)
O (8.26, 10.78, 11.60)
H (7.27, 11.30, 14.47)
H (7.53, 12.55, 13.22)
H (8.99, 11.88, 13.97)
C (4.46, 8.52, 12.49)
N (3.76, 7.83, 13.69)
O (4.23, 8.17, 14.78)
O (2.81, 7.07, 13.41)
H (4.04, 9.50, 12.25)
H (4.29, 7.88, 11.62)
H (5.52, 8.65, 12.71)
C (5.39, 10.29, 16.58)
N (6.32, 9.25, 17.04)
O (7.26, 9.65, 17.83)
O (6.16, 8.11, 16.75)
H (5.67, 11.23, 17.05)
H (4.41, 9.98, 16.95)
H (5.44, 10.33, 15.49)

This record from OMol25 describes a cluster of 2 separate species, C5H10O2 in total in a non-equilibrium geometry. The level of theory is wB97M-V/def2-TZVPD.

LUMO level = 0.52 eV
E_tot = -346.9082 a.u.
relative energy (zero: lowest compared OMol25 entry of this formula, charge and spin) = 73.6 kcal/mol
total charge = 0
orbital gap = 10.10 eV
M = 102.13 g/mol
SMILES string = C=C[C@@H](C)O.C=O

Atoms and positions in Å:
C (-1.99, -0.06, 0.05)
C (-0.76, -0.67, -0.65)
O (-0.36, 0.08, -1.77)
C (0.41, -0.99, 0.28)
C (1.68, -0.78, -0.03)
C (1.12, 1.42, 0.75)
O (0.89, 2.04, -0.27)
H (-2.34, -0.68, 0.88)
H (-1.77, 0.94, 0.43)
H (-2.80, 0.03, -0.68)
H (-1.05, -1.65, -1.03)
H (-0.02, 0.94, -1.43)
H (0.42, 0.78, 1.27)
H (0.12, -1.48, 1.22)
H (1.94, -0.40, -1.02)
H (2.49, -1.10, 0.61)
H (2.00, 1.57, 1.40)

This record from OMol25 describes an isolated molecule of C5H9FO in a non-equilibrium geometry. The level of theory is wB97M-V/def2-TZVPD.

LUMO level = 0.83 eV
E_tot = -370.9046 a.u.
relative energy (zero: lowest compared OMol25 entry of this formula, charge and spin) = 68.4 kcal/mol
total charge = 0
orbital gap = 9.93 eV
M = 104.12 g/mol
SMILES string = C/C(=C/CO)CF

Atoms and positions in Å:
C (2.41, -0.51, -0.30)
C (0.94, -0.27, 0.17)
C (0.70, 1.17, 0.38)
C (-0.04, -1.18, 0.08)
C (-1.41, -0.85, 0.56)
H (2.84, -1.61, -0.32)
H (2.45, -0.26, -1.32)
H (3.27, -0.06, 0.27)
H (1.49, 1.78, -0.03)
H (0.72, 1.41, 1.48)
H (0.26, -2.10, -0.17)
H (-2.11, -1.61, 1.12)
H (-1.33, 0.17, 1.19)
H (-1.53, 0.63, -0.63)
O (-2.05, -0.28, -0.66)
F (-0.59, 1.53, -0.19)

This record from OMol25 describes a cluster of 2 separate species, CH3BrI2Si in total in a non-equilibrium geometry. The level of theory is wB97M-V/def2-TZVPD.

LUMO level (spin up / spin down) = -0.20 / -2.71 eV
E_tot = -3498.7781 a.u.
relative energy (zero: lowest compared OMol25 entry of this formula, charge and spin) = 83.4 kcal/mol
total charge = 0
orbital gap (spin up / spin down) = 8.58 / 6.37 eV
M = 376.83 g/mol

Atoms and positions in Å:
C (-1.34, 2.24, 0.32)
Si (1.15, -1.54, -0.34)
Br (3.30, -1.73, 0.00)
I (0.29, -2.89, 1.55)
I (0.48, -2.83, -2.35)
H (-1.29, 1.68, 1.15)
H (-0.49, 2.76, 0.05)
H (-2.10, 2.31, -0.37)

This record from OMol25 describes a cluster of 2 separate species, C3H9NO2 in total in a non-equilibrium geometry. The level of theory is wB97M-V/def2-TZVPD.

LUMO level (spin up / spin down) = 3.54 / 3.45 eV
E_tot = -324.8529 a.u.
relative energy (zero: lowest compared OMol25 entry of this formula, charge and spin) = 39.6 kcal/mol
total charge = -1
orbital gap (spin up / spin down) = 2.51 / 9.44 eV
M = 91.11 g/mol
2S+1 = 2

Atoms and positions in Å:
C (0.51, 1.82, 1.18)
C (1.25, 0.54, 0.93)
N (0.67, -0.09, -0.27)
C (0.24, 0.74, -1.47)
O (2.32, 0.19, 1.43)
H (0.68, 2.33, 0.17)
H (0.74, 2.46, 2.04)
H (-0.55, 1.59, 1.18)
H (0.01, -0.84, 0.00)
H (1.07, 1.52, -1.67)
H (0.07, 0.08, -2.34)
H (-0.81, 1.07, -1.50)
H (-2.45, -4.13, 0.71)
H (-1.86, -3.82, -0.66)
O (-1.90, -3.46, 0.26)